{"formula": "C4H7BiO2", "method": "ωB97M-V with the def2-TZVPD basis set", "largest_force_ev_per_a": 5.3, "lumo_energy_ev": [-13.1, -13.2], "e_above_lowest_kj_mol": 585.38, "charge": 2, "total_energy_ev": -14166.954, "elements": ["H", "O", "C", "C", "C", "C", "O", "Bi", "H", "H", "H", "H", "H", "H"], "coordinates": [[0.679, 1.067, -0.037], [1.232, 1.319, 1.384], [0.908, 0.107, 1.471], [-0.125, -0.041, 0.400], [0.180, -1.026, -0.741], [-0.862, -0.883, -1.827], [-0.589, -0.580, -2.963], [-0.613, 3.285, 1.960], [1.736, -0.616, 1.523], [-0.969, 1.493, 0.857], [-0.956, -0.537, 0.946], [0.096, -2.055, -0.352], [1.176, -0.851, -1.166], [-1.895, -0.683, -1.457]], "atomic_forces_ev_per_a": [[-3.8, -1.4, 0.2], [2.0, 1.8, 4.1], [1.8, 1.2, -4.9], [0.2, -0.7, 0.4], [0.8, -1.1, 0.2], [-0.4, 2.7, -1.2], [0.0, -1.0, 1.1], [0.6, -1.7, -0.9], [-0.3, -0.4, 1.9], [0.2, 0.4, -0.1], [-1.0, 1.0, -0.8], [0.2, 0.2, -0.1], [-0.2, -0.2, 0.0], [0.0, -0.9, -0.1]]}